A molecular structure, C57H43Cl8F6GeN6O7PPbS3 in a non-equilibrium geometry. Source: the Open Molecules 2025 dataset; level of theory: ωB97M-V/def2-TZVPD.

Last column: Löwdin spin population.
Atoms and positions in Å:
Pb  0.109  -2.418  -0.535  0.2093
N  -1.331  -0.504  0.167  0.0917
S  -2.028  0.409  1.057  0.0100
N  -1.178  1.105  2.321  -0.0010
S  -0.132  2.197  2.267  -0.0004
N  0.989  2.284  1.200  0.0002
S  2.025  1.139  0.776  0.0025
N  1.661  0.458  -0.498  0.0137
C  3.585  1.982  0.795  0.0007
C  4.734  1.197  0.781  0.0003
C  5.967  1.822  0.704  0.0000
C  6.041  3.205  0.615  0.0002
C  4.885  3.974  0.611  0.0000
C  3.645  3.365  0.707  0.0003
C  2.052  0.027  2.169  -0.0007
C  3.046  0.072  3.146  0.0001
C  2.923  -0.745  4.257  -0.0006
C  1.820  -1.578  4.399  0.0002
C  0.823  -1.584  3.436  -0.0001
C  0.936  -0.782  2.313  0.0018
C  -0.859  3.824  2.199  0.0000
C  -2.078  3.981  2.845  0.0000
C  -2.645  5.243  2.897  0.0000
C  -1.995  6.324  2.319  0.0000
C  -0.776  6.151  1.679  0.0000
C  -0.196  4.893  1.617  0.0000
C  0.582  2.204  3.898  -0.0001
C  1.644  3.073  4.119  0.0000
C  2.174  3.163  5.393  0.0000
C  1.642  2.395  6.423  0.0000
C  0.583  1.532  6.184  0.0000
C  0.040  1.431  4.910  0.0000
C  -2.785  1.863  0.340  0.0040
C  -1.970  2.653  -0.457  0.0007
C  -2.468  3.856  -0.931  0.0000
C  -3.762  4.250  -0.622  0.0006
C  -4.572  3.442  0.164  0.0002
C  -4.085  2.242  0.660  0.0015
C  -3.366  -0.296  2.003  0.0007
C  -4.169  -1.167  1.280  -0.0002
C  -5.295  -1.706  1.882  0.0000
C  -5.604  -1.373  3.193  0.0000
C  -4.780  -0.520  3.917  0.0001
C  -3.655  0.032  3.322  0.0002
H  4.665  0.117  0.810  0.0000
H  6.867  1.223  0.700  0.0000
H  7.005  3.687  0.538  0.0000
H  4.947  5.049  0.516  0.0000
H  2.736  3.942  0.682  0.0000
H  3.894  0.729  3.059  0.0000
H  3.687  -0.719  5.022  0.0000
H  1.736  -2.219  5.267  0.0000
H  -0.048  -2.215  3.550  0.0002
H  0.153  -0.771  1.564  0.0032
H  -2.572  3.129  3.291  0.0000
H  -3.593  5.384  3.399  0.0000
H  -2.439  7.309  2.370  0.0000
H  -0.271  6.996  1.232  0.0000
H  0.742  4.737  1.115  0.0000
H  2.046  3.665  3.306  0.0000
H  2.997  3.839  5.586  0.0000
H  2.056  2.473  7.419  0.0000
H  0.172  0.938  6.989  0.0000
H  -0.781  0.763  4.694  0.0000
H  -0.970  2.318  -0.711  0.0000
H  -1.845  4.487  -1.548  0.0000
H  -4.148  5.185  -1.006  0.0000
H  -5.585  3.742  0.394  0.0000
H  -4.713  1.616  1.277  0.0001
H  -3.904  -1.413  0.258  -0.0001
H  -5.928  -2.385  1.327  0.0000
H  -6.496  -1.776  3.655  0.0000
H  -5.017  -0.279  4.944  0.0000
H  -3.012  0.703  3.869  0.0000
Cl  -2.138  -3.857  1.118  0.0020
C  -2.541  -4.119  -0.549  0.0185
C  -1.693  -3.596  -1.503  0.2081
C  -1.947  -3.836  -2.830  0.0193
Cl  -0.856  -3.226  -4.019  0.0042
C  -3.066  -4.575  -3.220  0.0076
Cl  -3.363  -4.890  -4.881  0.0051
C  -3.939  -5.066  -2.247  -0.0069
Cl  -5.335  -5.950  -2.711  -0.0026
C  -3.676  -4.844  -0.895  0.0070
Cl  -4.731  -5.456  0.320  0.0046
F  0.598  -4.607  -7.345  0.0000
C  1.587  -4.056  -6.633  0.0001
C  1.785  -4.396  -5.359  0.0001
N  2.791  -3.845  -4.596  0.0000
C  2.979  -4.294  -3.227  0.0030
C  1.897  -3.735  -2.310  0.0045
O  1.224  -4.512  -1.605  -0.0072
O  1.753  -2.479  -2.305  0.0808
C  3.646  -2.887  -5.109  0.0000
O  4.541  -2.378  -4.473  0.0001
N  3.400  -2.564  -6.431  0.0000
C  2.451  -3.095  -7.306  0.0000
O  2.400  -2.766  -8.465  0.0000
H  1.154  -5.124  -4.868  0.0000
H  3.946  -3.922  -2.895  -0.0001
H  2.955  -5.381  -3.174  0.0005
H  4.041  -1.894  -6.833  0.0000
Cl  4.355  -0.186  -2.222  0.0002
Ge  2.394  0.603  -2.172  0.0018
Cl  1.282  -0.124  -3.788  0.0012
Cl  2.550  2.728  -2.541  0.0001
C  -4.418  1.232  -2.751  0.0000
O  -3.373  1.423  -3.699  0.0000
P  -1.934  0.671  -3.484  0.0000
O  -0.952  1.928  -3.171  0.0000
C  -0.868  3.038  -4.075  0.0000
O  -1.563  0.533  -5.061  0.0000
C  -2.272  -0.397  -5.882  0.0000
H  -5.362  1.408  -3.263  0.0000
H  -4.327  1.939  -1.921  0.0000
H  -4.417  0.213  -2.354  0.0000
H  -0.106  3.707  -3.680  0.0000
H  -1.828  3.551  -4.139  0.0000
H  -0.570  2.702  -5.065  0.0000
H  -2.979  0.142  -6.511  0.0000
H  -2.821  -1.130  -5.289  0.0000
H  -1.551  -0.917  -6.509  0.0000
F  3.437  -1.956  -0.156  0.0024
C  3.148  -2.985  0.664  0.0206
C  1.843  -3.302  0.964  0.2408
C  1.645  -4.311  1.878  0.0271
F  0.404  -4.639  2.284  0.0028
C  2.692  -5.001  2.465  0.0083
F  2.461  -5.960  3.364  0.0053
C  3.994  -4.673  2.128  -0.0075
F  5.015  -5.316  2.687  -0.0026
C  4.225  -3.648  1.226  0.0068
F  5.477  -3.292  0.929  0.0045

Output
Energy (eV): -303113.48013
Charge: +1
Multiplicity: 2
Relative energy (zero: lowest compared OMol25 entry of this formula, charge and spin) (eV): 0.1002
HOMO-LUMO gap (alpha / beta) (eV): 6.66 / 6.41
HOMO level (alpha / beta) (Ha): -0.3543 / -0.3760